1.
{"formula": "C4H8O2", "method": "ωB97M-V/def2-TZVPD", "e_lumo_ev": 0.87, "fmax_ev_per_a": 0.51, "de_lowest_ev": 5.472, "homo_energy_ev": -7.67, "charge": 0, "multiplicity": 1, "energy_ha": -307.511321, "species": ["O", "O", "C", "C", "C", "C", "H", "H", "H", "H", "H", "H", "H", "H"], "positions_angstrom": [[-0.613, 0.233, 0.527], [1.558, 0.703, -0.009], [0.740, 0.360, 1.056], [-1.238, -1.368, 0.518], [-0.538, 0.589, -0.879], [0.899, 0.231, -1.181], [1.000, -0.858, -1.277], [0.765, 1.159, 1.803], [-2.212, -1.077, 0.958], [1.321, 0.746, -2.043], [-0.660, -1.738, 1.386], [0.993, -0.609, 1.499], [-0.740, 1.659, -0.969], [-1.274, -0.029, -1.389]], "lowdin_charge": [-0.260, -0.073, -0.167, 0.028, -0.134, -0.147, 0.130, 0.147, -0.010, 0.134, -0.027, 0.129, 0.135, 0.115]}


2.
{"formula": "CH2O3", "method": "ωB97M-V/def2-TZVPD", "e_lumo_ev": [-0.15, -0.15], "fmax_ev_per_a": 5.25, "de_lowest_ev": 6.619, "homo_energy_ev": [-8.23, -8.23], "charge": 0, "multiplicity": 1, "energy_ha": -264.812950, "species": ["O", "O", "O", "C", "H", "H"], "positions_angstrom": [[-0.242, 0.864, -2.154], [0.137, -0.581, 1.287], [-0.890, -0.129, 0.477], [0.259, 0.528, -1.205], [0.961, 0.356, -0.368], [-0.226, -1.039, 1.964]], "lowdin_charge": [0.234, -0.170, -0.299, 0.085, 0.135, 0.015]}


3.
{"formula": "C19H25N3O4Ru", "method": "ωB97M-V/def2-TZVPD", "e_lumo_ev": [-0.36, -1.00], "fmax_ev_per_a": 1.30, "homo_energy_ev": [-7.75, -8.33], "charge": 0, "multiplicity": 5, "energy_ha": -1298.935096, "s_squared": 6.017, "species": ["Ru", "O", "O", "O", "O", "N", "N", "N", "C", "C", "C", "C", "C", "C", "C", "C", "C", "C", "C", "C", "C", "C", "C", "C", "C", "C", "C", "H", "H", "H", "H", "H", "H", "H", "H", "H", "H", "H", "H", "H", "H", "H", "H", "H", "H", "H", "H", "H", "H", "H", "H", "H"], "positions_angstrom": [[-0.814, -0.112, -1.185], [-1.041, -0.023, -3.447], [-1.077, 1.838, -2.535], [0.593, -6.221, 0.796], [-0.420, 0.712, 0.552], [-0.408, -4.570, 1.967], [-1.134, 1.233, -3.607], [-0.439, -2.255, -1.594], [-1.806, 3.063, 1.575], [-2.635, 3.051, 0.287], [1.019, -3.846, -2.587], [2.426, 3.014, 0.771], [1.821, 4.152, 1.272], [0.957, -4.627, -1.449], [0.314, -2.656, -2.618], [-2.719, -0.432, -0.879], [-2.289, 2.005, 2.573], [1.694, 1.857, 0.518], [-0.520, -3.029, -0.506], [2.431, 0.651, -0.042], [-0.315, 2.991, 1.286], [0.179, -4.213, -0.380], [2.087, 0.420, -1.515], [2.307, -0.628, 0.794], [0.313, 1.850, 0.771], [0.137, -5.096, 0.843], [0.459, 4.122, 1.525], [3.010, -1.385, 0.431], [1.304, -1.046, 0.760], [-3.136, -0.289, 0.113], [-3.393, -0.469, -1.727], [-1.199, -2.663, 0.255], [0.327, -1.997, -3.477], [-0.452, -5.156, 2.782], [-2.146, 1.000, 2.176], [2.401, 5.047, 1.464], [1.496, -5.563, -1.362], [2.385, 1.262, -2.139], [-2.354, 3.880, -0.366], [-1.742, 2.081, 3.516], [3.494, 3.013, 0.572], [-0.758, -3.632, 2.029], [1.608, -4.146, -3.443], [1.004, 0.358, -1.674], [-3.353, 2.145, 2.783], [2.539, -0.421, 1.840], [-3.701, 3.139, 0.518], [-0.029, 5.008, 1.919], [2.535, -0.497, -1.902], [-2.488, 2.129, -0.270], [-1.962, 4.036, 2.047], [3.490, 0.917, -0.030]], "mulliken_spin": [2.845, 0.060, 0.075, 0.001, 0.214, 0.000, -0.006, -0.019, 0.000, -0.025, -0.006, -0.008, 0.015, 0.009, 0.026, 0.788, 0.001, 0.019, -0.051, 0.027, -0.009, 0.015, -0.022, -0.005, -0.007, 0.002, -0.008, 0.000, 0.011, 0.009, 0.027, 0.009, 0.006, 0.000, -0.002, 0.001, 0.001, 0.001, 0.003, 0.000, 0.000, -0.001, -0.001, 0.026, 0.000, 0.002, -0.005, 0.000, -0.004, -0.013, 0.000, -0.001]}


4.
{"formula": "C58H50FNO15PS", "method": "ωB97M-V/def2-TZVPD", "e_lumo_ev": -0.80, "fmax_ev_per_a": 1.39, "homo_energy_ev": -4.67, "charge": -1, "multiplicity": 1, "energy_ha": -4262.822180, "species": ["S", "P", "F", "O", "O", "O", "O", "O", "O", "O", "O", "O", "O", "O", "O", "O", "O", "O", "N", "C", "C", "C", "C", "C", "C", "C", "C", "C", "C", "C", "C", "C", "C", "C", "C", "C", "C", "C", "C", "C", "C", "C", "C", "C", "C", "C", "C", "C", "C", "C", "C", "C", "C", "C", "C", "C", "C", "C", "C", "C", "C", "C", "C", "C", "C", "C", "C", "C", "C", "C", "C", "C", "C", "C", "C", "C", "C", "H", "H", "H", "H", "H", "H", "H", "H", "H", "H", "H", "H", "H", "H", "H", "H", "H", "H", "H", "H", "H", "H", "H", "H", "H", "H", "H", "H", "H", "H", "H", "H", "H", "H", "H", "H", "H", "H", "H", "H", "H", "H", "H", "H", "H", "H", "H", "H", "H", "H"], "positions_angstrom": [[0.563, 0.489, -1.622], [3.970, -3.605, 1.940], [4.479, 1.577, 2.258], [-5.724, 6.762, 6.823], [3.311, 9.357, 5.705], [-0.726, -8.236, -7.128], [4.834, -0.848, 0.859], [-3.094, -8.042, -4.517], [-0.308, -2.229, -0.552], [-3.136, -2.006, 1.577], [-5.216, 6.808, 1.900], [-9.941, 5.245, 0.092], [-3.213, -5.643, -11.020], [-1.294, 8.761, 4.724], [4.655, 4.303, -5.373], [6.151, 3.096, -4.222], [1.863, 4.275, 5.371], [1.414, -5.723, -2.993], [3.434, 0.979, -0.565], [-6.299, 6.448, 1.484], [-2.514, -2.440, 0.358], [5.024, -4.485, 0.712], [-2.312, 8.305, 5.204], [5.006, 3.433, -4.557], [-0.812, -8.300, -3.990], [-7.023, 5.313, 2.108], [2.620, 2.957, 2.642], [3.126, 1.450, -1.891], [1.033, -5.119, 0.254], [-2.058, -7.515, -4.165], [-3.573, -2.448, -0.719], [3.026, -2.401, 0.936], [-8.211, 4.921, 1.655], [0.387, -3.965, 2.253], [-3.361, 7.700, 4.349], [-2.546, 8.328, 6.670], [-8.859, 5.601, 0.505], [-1.994, -6.057, -3.899], [1.048, -3.964, 1.023], [3.883, 2.661, -3.854], [-6.945, 7.128, 0.335], [3.972, 7.098, 5.772], [3.609, 5.821, 5.686], [-0.861, -5.473, -3.519], [1.206, 6.532, 5.293], [-3.218, -6.306, -8.761], [-2.645, -6.235, -10.128], [1.882, 1.303, -2.492], [-1.298, -7.639, -8.017], [2.635, 2.505, -4.447], [1.704, -2.703, 0.577], [-0.724, -7.569, -9.384], [-0.271, -5.102, 2.708], [0.963, -1.824, -0.206], [0.360, -6.253, 0.704], [1.642, 1.811, -3.764], [-3.658, 7.825, 7.198], [2.797, -0.252, -0.229], [-4.473, 7.196, 4.877], [6.047, -3.619, -0.053], [-2.595, -6.956, -7.781], [4.120, 2.130, -2.593], [1.508, -0.609, -0.608], [-1.348, -6.919, -10.362], [3.091, 2.078, 0.385], [-0.295, -6.260, 1.929], [1.565, 7.811, 5.377], [0.386, -6.260, -3.344], [3.165, 1.763, 1.856], [2.195, 5.438, 5.444], [3.545, -1.175, 0.516], [0.321, -7.717, -3.609], [5.120, -2.650, 3.022], [-4.710, 7.219, 6.340], [-1.377, -1.478, 0.027], [-8.132, 6.736, -0.118], [2.979, 8.194, 5.625], [-6.533, 4.829, 2.943], [-8.757, 4.096, 2.094], [6.922, -4.198, -0.344], [6.128, -2.667, 2.614], [1.243, -8.270, -3.478], [-3.016, -2.698, 2.230], [4.789, -1.617, 3.047], [6.410, -2.788, 0.541], [-1.725, -0.754, -0.713], [-4.165, -5.803, -8.612], [-3.161, -2.674, -1.701], [2.566, 0.900, 2.143], [3.085, 3.872, 2.286], [0.387, -3.076, 2.868], [-3.000, -7.023, -6.780], [2.069, 2.400, 0.167], [0.329, -7.151, 0.103], [-4.317, -3.214, -0.500], [-0.948, -6.855, -11.366], [-0.808, -7.130, 2.308], [4.996, 7.400, 5.949], [-0.880, -9.360, -4.193], [0.183, 6.230, 5.112], [1.546, 2.980, 2.473], [-6.396, 7.951, -0.104], [5.547, -5.290, 1.221], [-3.851, 7.830, 8.263], [-4.098, -1.498, -0.757], [0.666, 1.659, -4.205], [-0.766, -5.123, 3.669], [0.222, -8.074, -9.533], [-3.173, 7.691, 3.283], [-1.058, -0.906, 0.895], [4.315, 5.007, 5.788], [0.855, 8.617, 5.270], [-2.916, -5.504, -4.031], [-5.244, 6.751, 4.269], [-2.092, -3.439, 0.461], [-1.765, 8.774, 7.275], [5.118, -3.062, 4.022], [3.746, 2.922, 0.191], [5.597, -3.217, -0.957], [5.272, -0.555, 0.051], [-0.789, -4.411, -3.316], [1.536, -5.146, -0.700], [2.800, 2.789, 3.695], [5.090, 2.255, -2.136], [-8.622, 7.217, -0.954], [2.440, 2.924, -5.419], [4.353, -4.920, -0.024]], "lowdin_charge": [1.066, 0.990, -0.010, 0.104, 0.104, 0.108, 0.005, 0.082, -0.071, -0.037, 0.092, 0.110, 0.106, 0.089, -0.058, -0.056, 0.091, 0.101, -0.022, -0.370, -0.396, -0.405, -0.372, -0.726, 0.009, 0.024, -0.041, -0.241, -0.023, -0.402, -0.047, -0.234, 0.026, -0.045, 0.032, 0.023, -0.385, 0.018, -0.220, -0.120, 0.025, 0.019, 0.024, 0.037, 0.025, 0.026, -0.387, -0.453, -0.368, -0.020, -0.127, 0.022, -0.090, -0.249, -0.078, -0.105, 0.020, -0.177, 0.023, -0.154, 0.031, 0.047, -0.334, 0.020, -0.096, -0.097, 0.023, -0.380, -0.373, -0.381, -0.243, 0.023, -0.275, -0.381, -0.155, 0.023, -0.381, 0.123, 0.124, 0.062, 0.028, 0.123, 0.083, 0.028, 0.037, 0.094, 0.123, 0.080, 0.144, 0.086, 0.120, 0.102, 0.128, 0.095, 0.078, 0.121, 0.093, 0.120, 0.123, 0.116, 0.087, 0.123, 0.060, 0.121, 0.085, 0.092, 0.095, 0.121, 0.117, 0.138, 0.124, 0.094, 0.120, 0.092, 0.141, 0.123, 0.017, 0.138, 0.070, 0.125, 0.126, 0.095, 0.063, 0.124, 0.123, 0.109, 0.060]}


charge of number 1 (C4H8O2)?
0


What is the charge in the fourth record?
-1


The lowest charge belongs to which entry?
C58H50FNO15PS


What did the third record say?
{"formula": "C19H25N3O4Ru", "method": "ωB97M-V/def2-TZVPD", "e_lumo_ev": [-0.36, -1.00], "fmax_ev_per_a": 1.30, "homo_energy_ev": [-7.75, -8.33], "charge": 0, "multiplicity": 5, "energy_ha": -1298.935096, "s_squared": 6.017, "species": ["Ru", "O", "O", "O", "O", "N", "N", "N", "C", "C", "C", "C", "C", "C", "C", "C", "C", "C", "C", "C", "C", "C", "C", "C", "C", "C", "C", "H", "H", "H", "H", "H", "H", "H", "H", "H", "H", "H", "H", "H", "H", "H", "H", "H", "H", "H", "H", "H", "H", "H", "H", "H"], "positions_angstrom": [[-0.814, -0.112, -1.185], [-1.041, -0.023, -3.447], [-1.077, 1.838, -2.535], [0.593, -6.221, 0.796], [-0.420, 0.712, 0.552], [-0.408, -4.570, 1.967], [-1.134, 1.233, -3.607], [-0.439, -2.255, -1.594], [-1.806, 3.063, 1.575], [-2.635, 3.051, 0.287], [1.019, -3.846, -2.587], [2.426, 3.014, 0.771], [1.821, 4.152, 1.272], [0.957, -4.627, -1.449], [0.314, -2.656, -2.618], [-2.719, -0.432, -0.879], [-2.289, 2.005, 2.573], [1.694, 1.857, 0.518], [-0.520, -3.029, -0.506], [2.431, 0.651, -0.042], [-0.315, 2.991, 1.286], [0.179, -4.213, -0.380], [2.087, 0.420, -1.515], [2.307, -0.628, 0.794], [0.313, 1.850, 0.771], [0.137, -5.096, 0.843], [0.459, 4.122, 1.525], [3.010, -1.385, 0.431], [1.304, -1.046, 0.760], [-3.136, -0.289, 0.113], [-3.393, -0.469, -1.727], [-1.199, -2.663, 0.255], [0.327, -1.997, -3.477], [-0.452, -5.156, 2.782], [-2.146, 1.000, 2.176], [2.401, 5.047, 1.464], [1.496, -5.563, -1.362], [2.385, 1.262, -2.139], [-2.354, 3.880, -0.366], [-1.742, 2.081, 3.516], [3.494, 3.013, 0.572], [-0.758, -3.632, 2.029], [1.608, -4.146, -3.443], [1.004, 0.358, -1.674], [-3.353, 2.145, 2.783], [2.539, -0.421, 1.840], [-3.701, 3.139, 0.518], [-0.029, 5.008, 1.919], [2.535, -0.497, -1.902], [-2.488, 2.129, -0.270], [-1.962, 4.036, 2.047], [3.490, 0.917, -0.030]], "mulliken_spin": [2.845, 0.060, 0.075, 0.001, 0.214, 0.000, -0.006, -0.019, 0.000, -0.025, -0.006, -0.008, 0.015, 0.009, 0.026, 0.788, 0.001, 0.019, -0.051, 0.027, -0.009, 0.015, -0.022, -0.005, -0.007, 0.002, -0.008, 0.000, 0.011, 0.009, 0.027, 0.009, 0.006, 0.000, -0.002, 0.001, 0.001, 0.001, 0.003, 0.000, 0.000, -0.001, -0.001, 0.026, 0.000, 0.002, -0.005, 0.000, -0.004, -0.013, 0.000, -0.001]}